a:
{
  "formula": "CH12N2O4",
  "method": "ωB97M-V/def2-TZVPD",
  "charge": 1,
  "e_homo_ev": [-13.66, -13.66],
  "s_squared": 0.763,
  "molar_mass_da": 116.12,
  "multiplicity": 2,
  "e_lumo_ev": [-5.886, -10.026],
  "symbols": ["O", "O", "O", "O", "N", "N", "C", "H", "H", "H", "H", "H", "H", "H", "H", "H", "H", "H", "H"],
  "coordinates": [[-2.91, 2.63, -3.56], [-3.56, 1.02, -1.16], [4.17, -0.66, 2.49], [1.37, -3.02, 2.99], [-0.48, 0.47, -0.99], [0.97, -0.57, 0.64], [0.74, 0.26, -0.37], [-3.12, 1.83, -2.92], [4.55, -0.94, 1.63], [1.88, -0.48, 1.08], [1.58, -2.70, 2.08], [-3.75, 2.75, -4.00], [-4.24, 0.85, -0.52], [-1.12, -0.28, -0.56], [-0.51, 0.46, -1.95], [1.59, 0.66, -0.95], [-2.75, 1.05, -0.65], [2.00, -3.75, 3.04], [3.37, -0.10, 2.25]],
  "lowdin_charge": [-0.1186, -0.0302, -0.0630, -0.0694, 0.2156, 0.3349, -0.0839, 0.0480, 0.0537, 0.0727, 0.0049, 0.0211, 0.0610, 0.1761, 0.1115, 0.1777, 0.0043, 0.0485, 0.0353]
}

***

b:
{
  "formula": "CH12N2O4",
  "method": "ωB97M-V/def2-TZVPD",
  "charge": 1,
  "e_homo_ev": [-14.95, -14.94],
  "s_squared": 0.783,
  "molar_mass_da": 116.12,
  "multiplicity": 2,
  "e_lumo_ev": [-4.567, -9.099],
  "symbols": ["O", "O", "O", "O", "N", "N", "C", "H", "H", "H", "H", "H", "H", "H", "H", "H", "H", "H", "H"],
  "coordinates": [[-0.16, -2.54, -2.20], [-1.84, 1.92, 0.92], [0.46, 2.24, 2.28], [1.19, 0.01, -2.35], [1.10, -0.47, 1.42], [-0.71, -0.47, -0.18], [0.38, -0.99, 0.40], [-2.76, 1.77, 1.17], [-1.54, 1.02, 0.73], [0.29, -1.76, -2.73], [0.81, 0.31, 1.96], [0.77, 0.32, -1.50], [1.72, -1.06, 1.77], [0.30, 2.84, 3.03], [1.55, 0.77, -2.82], [-1.10, -1.09, -0.82], [-0.59, -3.11, -2.87], [0.47, -2.07, 0.09], [-0.35, 2.36, 1.71]],
  "lowdin_charge": [-0.1184, -0.0562, -0.0942, -0.0507, 0.3690, 0.2478, -0.1086, 0.0792, -0.0138, 0.0881, 0.0937, 0.0295, 0.0901, 0.0696, 0.0722, 0.0516, 0.0684, 0.1642, 0.0184]
}

***

Quick one: most stable of them? b

***

a:
{
  "formula": "C6H11N6",
  "method": "ωB97M-V/def2-TZVPD",
  "charge": 1,
  "e_homo_ev": [-12.30, -12.30],
  "molar_mass_da": 167.20,
  "multiplicity": 1,
  "e_lumo_ev": [-4.470, -4.470],
  "symbols": ["N", "N", "N", "N", "N", "N", "C", "C", "C", "C", "C", "C", "H", "H", "H", "H", "H", "H", "H", "H", "H", "H", "H"],
  "coordinates": [[0.23, -2.79, 0.56], [0.14, -0.04, -0.72], [1.15, -2.01, 0.69], [-1.06, -0.74, -0.87], [-1.44, 1.10, 0.36], [2.38, 0.32, -0.71], [-0.15, 1.06, 0.09], [-3.38, -0.35, -0.02], [1.35, -0.50, -1.03], [0.99, 2.02, 0.30], [2.30, 1.24, 0.36], [-1.98, -0.06, -0.20], [-0.59, -2.45, -0.15], [1.14, 2.74, -0.44], [0.27, -3.73, 0.83], [3.08, 1.91, 0.37], [2.36, 0.64, 1.24], [-3.69, -1.36, -0.43], [1.44, -1.28, -1.68], [0.68, 2.51, 1.14], [-3.72, -0.28, 1.11], [3.37, 0.05, -0.99], [-3.92, 0.45, -0.63]],
  "lowdin_charge": [-0.0046, -0.0462, 0.0571, 0.1198, 0.2076, 0.0825, -0.2020, -0.0307, -0.0360, -0.0378, -0.1500, -0.3814, 0.1439, 0.1234, 0.1006, 0.1180, 0.1332, 0.1037, 0.1350, 0.1076, 0.1377, 0.2036, 0.1149]
}

***

b:
{
  "formula": "C6H11N6",
  "method": "ωB97M-V/def2-TZVPD",
  "smiles": "[H]/N=C1\\N=CN\\C1=C(/N)NC(C)=[NH2+]",
  "charge": 1,
  "e_homo_ev": -11.41,
  "molar_mass_da": 167.20,
  "multiplicity": 1,
  "e_lumo_ev": -3.541,
  "symbols": ["N", "N", "N", "N", "N", "N", "C", "C", "C", "C", "C", "C", "H", "H", "H", "H", "H", "H", "H", "H", "H", "H", "H"],
  "coordinates": [[-2.72, -1.43, -0.33], [-0.39, 2.43, 0.60], [1.06, 0.66, 0.64], [-0.38, -1.83, 0.25], [-2.55, 0.83, -0.23], [1.37, -0.56, -1.36], [-3.32, -0.33, -0.51], [2.95, -0.89, 0.42], [-1.41, -1.13, 0.07], [-1.34, 0.37, 0.12], [-0.25, 1.06, 0.42], [1.73, -0.18, -0.10], [-1.35, 2.86, 0.82], [1.42, 0.93, 1.57], [0.47, 2.95, 0.85], [3.35, -0.42, 1.31], [3.67, -0.86, -0.43], [1.87, -1.24, -1.74], [2.84, -1.90, 0.54], [0.67, -0.08, -1.86], [-4.40, -0.24, -0.83], [-0.61, -2.79, 0.21], [-2.68, 1.81, -0.43]],
  "lowdin_charge": [0.1327, 0.1097, 0.1584, 0.1729, 0.1104, 0.2373, -0.1211, 0.0440, -0.3531, -0.2053, -0.3056, -0.2996, 0.1437, 0.1951, 0.1197, 0.1003, 0.1202, 0.0792, 0.0671, 0.1276, 0.1584, 0.0631, 0.1450]
}

***

Quick one: most stable of them? b

***

a:
{
  "formula": "C3HOS3",
  "method": "ωB97M-V/def2-TZVPD",
  "charge": -1,
  "e_homo_ev": -3.97,
  "molar_mass_da": 149.24,
  "multiplicity": 1,
  "e_lumo_ev": 2.147,
  "symbols": ["S", "S", "S", "O", "C", "C", "C", "H"],
  "coordinates": [[-3.46, 0.76, -0.05], [-0.52, 0.90, 0.04], [1.41, -2.19, -0.04], [2.68, 1.58, -0.01], [2.15, 0.52, -0.07], [1.63, -0.61, 0.24], [-1.98, 0.06, -0.04], [-1.91, -1.02, -0.07]],
  "lowdin_charge": [0.3930, 0.6341, 0.4766, 0.0652, -0.4727, -0.8043, -1.2731, -0.0188]
}

***

b:
{
  "formula": "C3HOS3",
  "method": "ωB97M-V/def2-TZVPD",
  "charge": -1,
  "e_homo_ev": -2.65,
  "molar_mass_da": 149.24,
  "multiplicity": 1,
  "e_lumo_ev": 2.952,
  "symbols": ["S", "S", "S", "O", "C", "C", "C", "H"],
  "coordinates": [[2.15, -0.91, -1.06], [-1.36, 1.88, 0.66], [-0.73, -1.97, 1.10], [-1.65, 0.21, -1.44], [1.26, -0.11, 0.17], [-1.38, 0.80, -0.47], [0.23, -0.81, 0.58], [1.48, 0.91, 0.46]],
  "lowdin_charge": [0.2998, 0.7150, 0.5778, 0.0803, -0.8509, -0.9248, -0.9287, 0.0315]
}

***

Quick one: most stable of them? b

***

a:
{
  "formula": "C2H14NO3",
  "method": "ωB97M-V/def2-TZVPD",
  "charge": 1,
  "e_homo_ev": -15.08,
  "molar_mass_da": 100.14,
  "multiplicity": 1,
  "e_lumo_ev": -2.923,
  "symbols": ["O", "O", "O", "N", "C", "C", "H", "H", "H", "H", "H", "H", "H", "H", "H", "H", "H", "H", "H", "H"],
  "coordinates": [[2.11, -2.77, 1.10], [2.12, 0.27, 0.15], [-2.21, 0.50, 1.97], [-0.37, 1.04, 0.19], [-0.82, 1.32, -1.20], [-0.51, 0.07, -2.01], [-2.41, 1.00, 2.81], [0.57, 0.56, 0.33], [-1.92, 1.53, -1.22], [-0.27, 2.05, -1.64], [-0.80, -0.92, -1.55], [2.97, 0.67, 0.25], [0.55, -0.04, -2.18], [2.24, -0.65, 0.11], [-1.03, -0.07, -2.94], [-2.73, -0.26, 2.09], [-1.02, 0.36, 0.62], [2.46, -3.51, 0.60], [-0.47, 1.96, 0.77], [1.53, -3.12, 1.75]],
  "lowdin_charge": [-0.0223, 0.0109, -0.0413, 0.1126, -0.1838, -0.0817, 0.1107, 0.0891, 0.1465, 0.0874, 0.1010, 0.0853, 0.0670, 0.0167, 0.0789, 0.0412, 0.1040, 0.0470, 0.2042, 0.0267]
}

***

b:
{
  "formula": "C2H14NO3",
  "method": "ωB97M-V/def2-TZVPD",
  "charge": 1,
  "e_homo_ev": -13.98,
  "molar_mass_da": 100.14,
  "multiplicity": 1,
  "e_lumo_ev": -3.008,
  "symbols": ["O", "O", "O", "N", "C", "C", "H", "H", "H", "H", "H", "H", "H", "H", "H", "H", "H", "H", "H", "H"],
  "coordinates": [[4.18, -0.82, 0.22], [-2.02, 0.66, -1.52], [0.30, 0.43, -3.58], [-1.78, -0.23, 0.88], [-0.61, -0.15, 3.15], [-0.50, 0.20, 1.69], [-0.82, -1.28, 3.38], [-2.69, 0.60, -2.35], [-2.52, -0.24, 1.50], [-1.44, 0.26, 3.68], [-1.95, 0.45, 0.02], [0.30, -0.27, -4.20], [-1.51, -1.18, 0.65], [4.41, 0.08, 0.41], [5.07, -1.32, -0.03], [1.28, 0.53, -3.56], [0.27, 0.04, 3.82], [-0.22, 1.25, 1.54], [-1.09, 0.69, -2.04], [0.26, -0.44, 1.10]],
  "lowdin_charge": [-0.1103, -0.1494, -0.0366, 0.1594, -0.1038, -0.1786, 0.1206, 0.1631, 0.1092, 0.0636, 0.1210, 0.0237, 0.1522, -0.0007, 0.1111, 0.0806, 0.0972, 0.1242, 0.1076, 0.1460]
}

***

Quick one: most stable of them? a